# 1
10
Properties=species:S:1:pos:R:3:forces:R:3 method="wB97M-V/def2-TZVPD" homo_ev=-9.641 gap_ev=10.3 lumo_energy_ev=0.63 largest_force_ha_per_bohr=0.051
O 1.965332 1.736872 -0.001075 -0.99 -0.83 -0.36
N 0.112551 0.350116 0.632679 0.68 -1.75 1.42
N -1.545174 -0.473561 -0.649831 -0.81 -0.72 1.92
C 1.090516 -0.704986 0.006817 0.72 0.33 0.09
C -1.213161 0.370468 0.251728 0.07 0.20 -2.64
C 1.244250 0.777719 0.053412 1.94 0.61 -0.91
H -2.552306 -0.621140 -0.672414 -0.11 0.71 -0.69
H 1.861838 -1.244153 0.568913 -0.68 0.54 1.27
H 0.781568 -1.486511 -0.693172 -0.61 1.44 -0.75
H -1.745412 1.295173 0.502944 -0.22 -0.55 0.64

=====

# 2
10
Properties=species:S:1:pos:R:3:forces:R:3 method="wB97M-V/def2-TZVPD" homo_ev=-9.300 gap_ev=9.7 lumo_energy_ev=0.42 largest_force_ha_per_bohr=0.044
O 1.773475 0.586323 1.321561 -0.66 0.01 -0.04
N -1.585240 0.149378 -0.131099 -0.23 -0.13 0.32
N 1.416471 -0.849313 -1.693863 -1.52 0.79 -1.45
C 0.565628 0.558660 1.194875 0.38 0.42 0.16
C -0.170253 0.134278 -0.000703 0.00 0.40 0.18
C 0.591049 -0.310517 -0.979965 0.81 -0.95 0.20
H -1.971173 1.042182 0.157505 0.03 -0.14 -0.09
H 1.353898 -0.328548 -2.604683 1.15 -0.39 0.66
H -2.026728 -0.585211 0.407233 -0.07 0.03 0.00
H -0.116841 0.858765 2.019699 0.11 -0.04 0.05

=====

# 3
11
Properties=species:S:1:pos:R:3:forces:R:3 method="wB97M-V/def2-TZVPD" homo_ev=-8.626 gap_ev=8.4 lumo_energy_ev=-0.24 largest_force_ha_per_bohr=0.108
O 0.513246 -1.114050 -1.354512 2.37 -2.88 1.30
O -1.952867 -0.438944 -0.968774 1.77 -2.39 -2.05
N 0.161009 -0.091885 -0.510429 3.81 0.40 1.09
N -1.235804 0.876571 0.892361 -0.11 1.10 0.41
C -1.101838 0.157373 -0.152722 -0.93 -1.68 -1.81
C 0.071351 1.127902 1.190645 3.36 0.86 4.34
C 1.010336 0.504239 0.441104 -4.50 0.25 -1.06
H -1.170272 -1.057087 -1.533744 -3.62 1.81 1.63
H 1.151958 -1.854140 -0.793430 -2.90 2.98 -1.96
H 0.554944 1.526366 2.184382 -2.05 -0.08 -1.85
H 1.997936 0.363655 0.605119 2.79 -0.37 -0.05

=====

# 4
11
Properties=species:S:1:pos:R:3:forces:R:3 method="wB97M-V/def2-TZVPD" homo_ev=-7.706 gap_ev=8.4 lumo_energy_ev=0.66 largest_force_ha_per_bohr=0.148
O 2.393454 -0.623527 -0.009432 -0.55 1.83 -0.07
O 0.174592 -1.043603 -0.209763 -2.12 -0.77 0.29
N -2.272828 -0.668146 0.011982 0.45 -1.39 0.66
N -0.662901 0.925136 -0.221139 -1.78 7.34 0.95
C 0.716295 1.134646 -0.061680 0.79 -0.05 0.78
C -1.052560 -0.299295 -0.080398 -2.06 -3.00 -0.43
C 1.129396 -0.146456 -0.090380 3.26 2.16 0.42
H 2.268665 -1.541974 -0.002830 0.30 -2.39 0.08
H -1.285865 1.792651 0.034447 1.21 -3.01 -0.82
H 1.112346 2.124611 0.362144 -0.41 -2.05 -1.20
H -2.520594 -1.654048 0.267051 0.92 1.32 -0.66

=====

# 5
11
Properties=species:S:1:pos:R:3:forces:R:3 method="wB97M-V/def2-TZVPD" homo_ev=-10.640 gap_ev=11.5 lumo_energy_ev=0.81 largest_force_ha_per_bohr=0.014
O -2.219818 -0.212673 1.219526 0.07 0.26 -0.53
O 0.304419 -2.135008 -1.026445 -0.11 0.67 0.17
N -0.737475 0.065574 -0.564687 -0.21 0.10 -0.11
N 0.393117 -0.178821 0.431665 0.18 -0.26 0.08
C -2.028887 -0.046670 0.050630 -0.16 -0.14 0.48
C 0.094195 -1.075713 -0.534171 0.18 -0.53 -0.14
C 1.535040 0.721835 0.294378 0.12 0.07 0.02
H 2.427855 0.127099 0.505026 -0.08 0.12 -0.02
H -2.826408 0.064050 -0.701191 0.09 -0.08 0.04
H 1.451849 1.517514 1.036356 -0.02 -0.12 -0.12
H 1.606112 1.152814 -0.711087 -0.06 -0.11 0.13

=====

# 6
11
Properties=species:S:1:pos:R:3:forces:R:3 method="wB97M-V/def2-TZVPD" homo_ev="-8.801 / -8.802" gap_ev="8.0 / 7.9" lumo_energy_ev="-0.85 / -0.85" largest_force_ha_per_bohr=0.036
O 1.653685 0.890251 -0.560235 -1.06 0.04 1.53
O 2.572490 -1.206737 -0.399582 -0.42 0.79 -0.13
N -1.898364 -0.348382 -0.274412 0.33 0.24 0.20
N 0.383597 -0.771548 0.353899 0.12 -1.38 -0.74
C 1.706241 -0.377996 -0.283108 -0.95 -0.23 0.96
C -0.688486 0.167074 0.146566 0.88 0.16 -0.20
C -0.033785 1.289626 0.354747 0.35 0.31 -1.19
H 0.114276 2.234008 0.846159 -0.01 0.13 -0.59
H -2.531394 0.246533 -0.796490 0.30 0.15 0.32
H 0.459229 -0.892052 1.366066 0.48 -0.28 -0.50
H -1.737492 -1.230782 -0.753613 -0.02 0.06 0.34

=====

# 7
11
Properties=species:S:1:pos:R:3:forces:R:3 method="wB97M-V/def2-TZVPD" homo_ev=-7.746 gap_ev=8.5 lumo_energy_ev=0.72 largest_force_ha_per_bohr=0.073
O -2.375856 -0.666573 -0.061100 -0.38 0.98 0.19
O 2.299024 -0.713702 -0.037132 -0.70 -0.50 0.15
N -0.085427 -1.011276 -0.075162 1.14 -0.62 -0.18
N 0.697508 1.050174 -0.130625 3.16 -0.29 0.54
C -1.131285 -0.151448 -0.021752 1.29 1.39 -0.09
C 1.004069 -0.283074 -0.116384 -0.29 0.30 0.36
C -0.638839 1.161129 -0.000150 -3.55 -1.19 0.07
H 2.306919 -1.642085 0.305235 -0.27 1.11 -0.52
H 1.389041 1.797084 0.040273 -0.78 -0.84 -0.25
H -2.278884 -1.617887 -0.052229 0.11 -0.39 0.01
H -1.186267 2.077657 0.149022 0.27 0.04 -0.28

=====

# 8
11
Properties=species:S:1:pos:R:3:forces:R:3 method="wB97M-V/def2-TZVPD" homo_ev=-9.393 gap_ev=9.5 lumo_energy_ev=0.12 largest_force_ha_per_bohr=0.012
O 2.904875 -0.481266 0.172871 -0.56 0.22 0.05
O 1.369581 1.206192 0.597747 -0.17 0.17 0.19
N 0.621676 -0.695115 -0.260384 0.16 -0.01 0.03
N -1.710203 -0.336370 0.283501 -0.14 0.11 -0.07
C 0.079568 1.423687 0.565593 0.28 -0.27 -0.08
C 1.770014 -0.121230 0.142324 0.28 -0.33 -0.04
C -0.482371 0.231949 -0.190353 0.10 0.25 -0.12
H -2.278295 -0.663465 -0.491056 0.04 0.03 0.15
H -2.247644 0.369004 0.778791 0.12 -0.09 0.04
H 0.550803 -1.684186 -0.430570 0.03 0.13 -0.07
H -0.578009 0.750797 -1.168467 -0.14 -0.21 -0.09

=====

# 9
11
Properties=species:S:1:pos:R:3:forces:R:3 method="wB97M-V/def2-TZVPD" homo_ev=-8.332 gap_ev=9.0 lumo_energy_ev=0.71 largest_force_ha_per_bohr=0.121
O 2.391009 0.727574 0.159243 -0.11 0.60 -0.15
O -2.277562 0.564560 -0.040629 0.29 0.43 0.06
N 0.047316 1.032020 0.088048 -0.01 0.40 0.14
N -0.627535 -1.066634 -0.080943 -0.35 1.53 1.43
C -0.981048 0.220664 -0.008789 0.02 -0.54 -0.09
C 0.850439 -1.083922 0.127756 -3.73 -4.07 -2.85
C 1.154828 0.226200 0.085019 -0.21 0.33 0.22
H -1.272243 -1.856820 0.001705 0.57 0.59 -0.01
H 2.254355 1.681538 0.227509 0.32 0.10 -0.01
H -2.316104 1.529381 0.041049 -0.05 -0.15 -0.04
H 0.776543 -1.974564 -0.599967 3.27 0.79 1.30

=====

# 10
11
Properties=species:S:1:pos:R:3:forces:R:3 method="wB97M-V/def2-TZVPD" homo_ev=-9.611 gap_ev=10.0 lumo_energy_ev=0.37 largest_force_ha_per_bohr=0.079
O -0.465594 0.758977 0.910446 3.48 -0.39 0.71
O -2.527334 1.311573 1.058921 -2.91 1.74 1.92
N -1.707229 0.490894 -0.875135 0.54 -2.04 -3.44
N 0.304754 0.168590 -0.081697 0.61 -1.36 -0.37
C -0.558652 -0.113120 -1.083099 -1.59 2.54 2.12
C 1.464740 -0.607518 0.333197 1.14 0.93 0.71
C -1.671097 0.929904 0.368927 -0.50 -0.11 0.50
H 1.884886 -1.119839 -0.534778 -0.73 -0.59 0.16
H 1.330790 -1.184445 1.274882 -0.36 -0.07 -1.04
H -0.376402 -0.686778 -1.925035 0.87 -0.95 -1.41
H 2.321136 0.051761 0.553371 -0.55 0.30 0.16

=====

# 11
11
Properties=species:S:1:pos:R:3:forces:R:3 method="wB97M-V/def2-TZVPD" homo_ev=-8.423 gap_ev=9.1 lumo_energy_ev=0.68 largest_force_ha_per_bohr=0.012
O 1.435613 1.009683 0.533923 0.13 0.14 -0.34
O 2.797179 -0.321188 -0.686319 -0.22 -0.24 0.51
N -1.812416 -0.458565 -0.031505 0.00 0.03 0.00
N 0.551905 -0.859406 -0.284086 0.07 0.09 0.04
C 1.730892 -0.102365 -0.185243 0.37 -0.14 -0.16
C 0.048251 1.075848 0.647603 -0.31 0.04 -0.18
C -0.497420 -0.048099 0.172738 0.14 0.27 0.07
H 0.605548 -1.842527 -0.047976 -0.07 0.10 -0.34
H -0.343824 2.046500 0.891512 -0.13 -0.14 0.16
H -1.920166 -0.855358 -0.960008 -0.01 0.02 0.15
H -2.462848 0.311056 0.077905 0.04 -0.17 0.10

=====

# 12
11
Properties=species:S:1:pos:R:3:forces:R:3 method="wB97M-V/def2-TZVPD" homo_ev="-10.333 / -10.336" gap_ev="9.1 / 8.5" lumo_energy_ev="-1.26 / -1.88" largest_force_ha_per_bohr=0.098
O -0.373462 1.695591 -1.310932 0.34 0.32 0.19
O -0.398582 -1.750981 1.533531 0.15 -0.63 0.60
N 2.513162 -0.063900 -0.119193 -3.50 0.17 1.66
N 0.397665 -0.050164 0.074144 4.86 -0.84 0.91
C -1.606338 0.021502 0.243496 1.22 0.95 -0.60
C -0.428176 0.828983 -0.499542 -1.86 -0.74 -0.43
C -0.512173 -0.818900 0.827046 0.59 0.46 -0.91
H -2.167342 -0.515884 -0.489886 -1.15 0.05 0.06
H 2.253558 0.807569 -0.567581 0.50 0.18 -0.87
H -1.920815 0.684746 1.009716 -1.55 0.33 0.40
H 2.242502 -0.838564 -0.700798 0.39 -0.25 -1.01

=====

# 13
11
Properties=species:S:1:pos:R:3:forces:R:3 method="wB97M-V/def2-TZVPD" homo_ev=-8.432 gap_ev=8.9 lumo_energy_ev=0.43 largest_force_ha_per_bohr=0.104
O 1.596442 0.108937 0.252718 -3.57 -2.73 -0.33
O -2.048769 0.684944 0.033447 1.45 3.47 -0.23
N 0.813319 2.155646 -0.183066 1.47 -0.78 -0.83
N 1.042237 -1.256784 -0.192946 0.31 -0.17 2.69
C 0.448894 0.973225 0.205751 2.63 0.76 -2.46
C -0.887833 0.116435 0.132797 4.56 -2.61 -1.08
C -0.384443 -1.141644 -0.235996 -1.04 0.77 2.08
H 1.171798 -1.939416 0.658066 0.48 1.75 -1.84
H 1.981196 2.157058 -0.610376 -4.49 -0.34 2.32
H -2.888561 0.333274 0.104786 -2.00 -2.12 0.40
H -0.844281 -2.191674 -0.165186 0.20 1.99 -0.73

=====

# 14
11
Properties=species:S:1:pos:R:3:forces:R:3 method="wB97M-V/def2-TZVPD" homo_ev="-9.821 / -9.821" gap_ev="8.2 / 8.2" lumo_energy_ev="-1.67 / -1.67" largest_force_ha_per_bohr=0.147
O -2.279835 1.142483 1.992878 -1.46 1.29 1.44
O -0.748328 -0.260906 2.590176 0.87 -0.64 1.32
N -1.186880 0.158241 0.542972 5.42 -4.23 -3.09
N -1.391418 0.350839 1.774820 -1.13 0.81 0.30
C 1.259965 -0.257791 -0.734946 0.18 0.48 -3.36
C 0.647296 -0.817518 0.205575 -3.35 1.15 2.17
C 1.488781 0.090056 -2.007218 0.90 0.78 0.15
H 1.379224 -0.600746 -2.838576 -0.59 -0.44 0.46
H 1.918485 1.024183 -2.448007 -0.20 -0.58 1.33
H -1.686437 0.580400 -0.184966 -0.96 1.12 -0.53
H 0.599147 -1.409242 1.107291 0.32 0.25 -0.20

=====

# 15
11
Properties=species:S:1:pos:R:3:forces:R:3 method="wB97M-V/def2-TZVPD" homo_ev=-9.435 gap_ev=9.4 lumo_energy_ev=-0.01 largest_force_ha_per_bohr=0.163
O 2.218621 -0.797085 0.234672 -1.49 0.78 -1.51
O -0.039018 -0.758573 -0.436875 0.25 -0.98 0.66
N 0.956355 1.114722 0.096378 -3.11 5.38 -0.47
N -1.029228 0.156568 -0.161021 -0.44 0.69 -0.10
C -0.418744 1.355180 0.009523 5.44 -6.40 0.37
C 1.250485 -0.125279 -0.072560 0.16 -3.54 1.69
C -2.284750 -0.582794 0.259340 1.24 -1.07 -0.09
H -2.048954 -1.293954 1.185069 -0.73 2.59 -0.97
H -0.714694 2.310243 -0.027712 -1.99 3.08 0.37
H -3.213177 0.089057 0.169729 1.59 -1.35 0.51
H -2.231834 -1.441761 -0.434783 -0.92 0.83 -0.46

=====

# 16
11
Properties=species:S:1:pos:R:3:forces:R:3 method="wB97M-V/def2-TZVPD" homo_ev=-9.501 gap_ev=10.2 lumo_energy_ev=0.73 largest_force_ha_per_bohr=0.082
O 0.779481 1.816936 -0.695662 2.59 2.19 -1.91
O -0.245305 -1.408770 1.580488 -0.44 0.23 1.16
N -0.513385 0.034703 1.525404 0.55 -2.70 2.61
N -0.461451 1.586999 -0.124203 -0.67 1.26 -1.63
C 0.114449 -1.871467 0.372775 -1.30 0.33 -1.51
C 0.088299 -0.792749 -0.474799 0.75 -1.85 -0.79
C -0.232406 0.359772 0.346958 -0.92 -3.71 -1.85
H 0.801732 2.047971 -1.671884 -1.20 -0.32 1.69
H 0.110451 -3.043515 0.077604 0.29 3.16 1.35
H -0.663154 2.236470 0.621016 0.33 0.50 0.08
H 0.221288 -0.966349 -1.557698 0.03 0.90 0.80

=====

# 17
11
Properties=species:S:1:pos:R:3:forces:R:3 method="wB97M-V/def2-TZVPD" homo_ev="-6.232 / -10.004" s2=2.02 gap_ev="5.6 / 5.7" lumo_energy_ev="-0.60 / -4.26" spin_multiplicity=3 largest_force_ha_per_bohr=0.087
O -1.379249 1.596312 -1.371020 0.04 -0.39 0.15
O -2.069751 -0.336457 -0.469071 -2.94 -1.10 0.33
N -0.751792 -0.714551 1.786183 -0.54 0.05 0.65
N -1.309199 0.540201 -0.740602 4.33 -0.10 1.08
C 0.170795 0.125326 -0.165690 -3.80 0.05 -0.92
C 0.213494 -0.690132 0.971811 0.06 1.66 -1.14
C 1.140807 0.452292 -0.995081 1.77 1.40 -1.65
H 1.226249 -1.071880 1.060850 0.20 -0.36 0.65
H 2.131411 0.211205 -0.855469 1.97 -1.19 0.71
H 1.075065 1.087670 -1.813816 -0.82 1.17 -1.14
H -0.447829 -1.199986 2.591903 -0.26 -1.19 1.27

=====

# 18
12
Properties=species:S:1:pos:R:3:forces:R:3 method="wB97M-V/def2-TZVPD" homo_ev=-8.936 gap_ev=8.2 lumo_energy_ev=-0.72 largest_force_ha_per_bohr=0.133
S 0.152749 0.455098 4.151101 -1.08 -2.65 -2.65
O 1.468147 0.828903 -3.284415 -6.24 -2.34 1.46
O -0.369665 -0.110861 -1.919880 0.69 0.66 -2.74
N 0.105394 0.249877 1.499629 0.70 2.42 0.19
N -0.009672 0.515928 -0.781262 0.63 -1.85 4.08
C -0.186304 -0.456280 2.696451 1.51 1.03 0.84
C 0.311900 0.327577 -3.106465 3.55 0.58 0.33
C -0.227251 -0.260912 0.281886 0.09 2.71 -2.03
H -0.451367 -0.041867 -3.817977 0.90 0.48 -0.56
H -0.827807 -1.135063 0.420417 -0.01 -0.94 -1.07
H -0.490883 -1.786092 2.539333 0.85 4.59 0.48
H 0.524760 1.413692 1.321181 -1.60 -4.71 1.67

=====

# 19
12
Properties=species:S:1:pos:R:3:forces:R:3 method="wB97M-V/def2-TZVPD" homo_ev=-8.740 gap_ev=9.0 lumo_energy_ev=0.27 largest_force_ha_per_bohr=0.094
S -0.777517 1.411286 -2.075210 2.42 2.10 0.31
O 1.546663 -0.559762 -1.630510 -1.70 0.95 -0.69
O -0.751204 -0.457483 2.605419 -4.05 1.52 0.65
N -0.607988 -0.424645 1.203128 2.25 -0.53 1.12
N -1.168861 0.510038 0.474990 0.28 -0.83 -0.41
C 0.645815 -0.922391 0.717362 -1.53 0.16 -0.95
C -0.482674 0.440052 -0.668983 0.90 0.09 0.33
C 0.688571 -0.387474 -0.588444 -0.93 -0.42 1.65
H 1.014431 -0.090908 -2.374286 1.43 -0.96 1.11
H 1.203952 -1.719132 1.258936 -0.62 1.05 -0.57
H -1.782279 -0.101683 2.888012 4.20 -1.49 -1.81
H 0.471090 2.302104 -1.810413 -2.67 -1.65 -0.73

=====

# 20
12
Properties=species:S:1:pos:R:3:forces:R:3 method="wB97M-V/def2-TZVPD" homo_ev=-11.568 gap_ev=9.8 lumo_energy_ev=-1.73 largest_force_ha_per_bohr=0.140
S 0.765671 -0.114242 -0.626744 1.39 -0.51 2.53
O 1.987322 0.572139 -0.250869 -0.88 -0.38 0.05
O 0.619460 -0.602102 -1.932938 -0.66 -0.37 -2.08
N -0.212486 2.230907 0.517475 -2.65 -5.82 -3.33
N -2.986177 0.464862 -0.642088 -0.86 -0.24 -0.10
C -1.907374 0.770229 -0.426808 0.44 0.00 -0.33
C 0.432703 -1.492579 0.554332 -1.04 1.78 0.16
C -0.543110 1.053255 -0.179500 1.63 5.73 3.48
H -0.642809 -1.865222 0.309226 2.11 0.38 0.52
H 0.761054 2.088072 0.687562 1.49 0.34 0.05
H 0.456244 -0.877406 1.523036 -0.07 -1.49 -1.02
H 1.269502 -2.227912 0.467317 -0.92 0.59 0.06